Entry 1:
The following is a quantum chemistry calculation of one molecule with the formula C3H4N2O2S at a distorted geometry, from the OMol25 dataset.

```
! RIJCOSX wB97M-V def2-TZVPD def2/J DEFGRID3
* xyz 0 1
O -3.85295 -0.96094 -0.01057
C -3.62664 0.24402 0.17823
O -2.34974 0.66776 -0.12088
N -1.31036 -0.22424 -0.09737
C -0.15819 0.37496 -0.04946
N 1.07451 -0.16642 0.03314
C 2.35112 0.37912 -0.08159
S 3.81033 -0.24409 0.05090
H -4.32414 1.02156 0.43221
H -0.10908 1.57216 0.01505
H 1.19893 -1.11172 -0.10876
H 2.14386 1.51490 0.06525
*
```

## Properties
**ΔE to the lowest compared entry with this formula, charge and spin**: 378.0 kJ/mol
**HOMO level**: -0.3457 Eh
**HOMO-LUMO gap**: 9.0 eV
**Structure (SMILES)**: O=CO/N=C/NC=S

=====

Entry 2:
The following is a quantum chemistry calculation of one molecule with the formula C3H4N2O2S at a distorted geometry, from the OMol25 dataset.

```
! RIJCOSX wB97M-V def2-TZVPD def2/J DEFGRID3
* xyz 0 3
C 0.58204 1.23761 0.64468
C 0.14408 -0.05142 0.04221
C -1.20338 -0.56424 0.70159
N -0.01823 1.66718 1.67203
N -1.24185 -1.93128 1.19364
O -2.36118 -2.41738 1.00605
O -0.31729 -2.52789 1.66444
S -1.32262 0.84052 2.19908
H 1.63069 1.56586 0.48710
H -0.07174 -0.09687 -1.02713
H 0.99951 -0.79562 0.29559
H -2.14586 -0.42801 0.03882
*
```

## Properties
**ΔE to the lowest compared entry with this formula, charge and spin**: 317.5 kJ/mol
**HOMO level (spin up / spin down)**: -0.2241 / -0.3631 Eh
**HOMO-LUMO gap (spin up / spin down)**: 5.9 / 6.4 eV

=====

Entry 3:
The following is a quantum chemistry calculation of one molecule with the formula C3H4N2O3 at a distorted geometry, from the OMol25 dataset.

```
! RIJCOSX wB97M-V def2-TZVPD def2/J DEFGRID3
* xyz 0 1
N -1.32813 -1.31334 0.16374
N -0.40339 -0.61673 -0.34598
O 0.99002 -1.05292 -0.29681
C 1.87828 0.00894 -0.06375
O 3.03297 -0.04582 -0.05170
C 1.03895 1.11604 0.09318
C -0.28305 0.81271 -0.20151
O -1.37651 1.46313 -0.18309
H -1.36007 -1.40964 1.13824
H -1.46376 -2.03736 -0.43667
H 1.33838 2.23816 0.35383
H -2.06367 0.83683 -0.16947
*
```

## Properties
**ΔE to the lowest compared entry with this formula, charge and spin**: 389.2 kJ/mol
**HOMO level**: -0.3280 Eh
**HOMO-LUMO gap**: 9.3 eV
**Structure (SMILES)**: Nn1oc(=O)cc1O

=====

Entry 4:
The following is a quantum chemistry calculation of one molecule with the formula C3H4N2O3 at a distorted geometry, from the OMol25 dataset.

```
! RIJCOSX wB97M-V def2-TZVPD def2/J DEFGRID3
* xyz 0 1
C 0.54361 -0.01045 0.75247
C 0.61526 -1.24107 0.06858
C -0.78218 0.57453 0.77943
N 2.93455 -1.77692 -0.88897
N -0.93304 1.79100 0.19080
O -1.80234 -0.10469 1.01333
O 1.72556 -2.00289 -0.37321
O -0.46968 -2.01813 0.06240
H 3.19956 -2.61510 -1.41388
H -0.10888 2.20451 -0.02261
H -1.73849 2.38944 0.62914
H -1.14665 -1.45873 0.59351
*
```

## Properties
**ΔE to the lowest compared entry with this formula, charge and spin**: 694.5 kJ/mol
**HOMO level (spin up / spin down)**: -0.3584 / -0.3390 Eh
**HOMO-LUMO gap (spin up / spin down)**: 8.9 / 7.6 eV

=====

Entry 5:
The following is a quantum chemistry calculation of a 2-piece molecular cluster, C3H4N2O3 overall at a distorted geometry, from the OMol25 dataset.

```
! RIJCOSX wB97M-V def2-TZVPD def2/J DEFGRID3
* xyz 0 1
C -0.25810 -1.34359 0.27588
C 1.61483 0.29685 0.24276
C 0.46110 -0.37730 -0.45175
N -0.74716 -2.09120 1.00505
N -1.68737 0.65269 0.39218
O -2.08816 0.96178 1.46761
O -2.25501 0.64410 -0.71913
O 0.07471 -0.04243 -1.66596
H 1.24419 0.98942 1.02262
H 2.35247 0.70497 -0.59560
H 2.24466 -0.50875 0.66683
H -0.95616 0.11345 -1.64048
*
```

## Properties
**ΔE to the lowest compared entry with this formula, charge and spin**: 596.2 kJ/mol
**HOMO level (spin up / spin down)**: -0.3624 / -0.3155 Eh
**HOMO-LUMO gap (spin up / spin down)**: 8.4 / 6.4 eV

=====

Entry 6:
The following is a quantum chemistry calculation of one molecule with the formula C3H4N2O3 at a distorted geometry, from the OMol25 dataset.

```
! RIJCOSX wB97M-V def2-TZVPD def2/J DEFGRID3
* xyz 0 1
O -1.08632 -1.76315 -0.03599
C -0.29589 -0.82173 -0.23546
C -0.79752 0.34217 -0.70079
O -2.05631 0.92893 -0.78880
C 0.28762 1.13006 -0.64448
N 1.50036 0.46641 -0.12935
N 1.01079 -0.69309 0.23974
O 1.28154 -1.04286 1.74652
H -2.65356 0.29474 -0.85488
H 0.36611 2.20238 -1.01494
H 2.01435 0.71426 0.80813
H 0.42883 -1.75811 1.61030
*
```

## Properties
**ΔE to the lowest compared entry with this formula, charge and spin**: 632.9 kJ/mol
**HOMO level**: -0.3277 Eh
**HOMO-LUMO gap**: 8.8 eV
**Structure (SMILES)**: O=c1c(O)c[nH]n1O

=====

Entry 7:
The following is a quantum chemistry calculation of one molecule with the formula C3H4N2O3 at a distorted geometry, from the OMol25 dataset.

```
! RIJCOSX wB97M-V def2-TZVPD def2/J DEFGRID3
* xyz 0 1
H -0.28506 2.99080 0.57039
N 0.03520 2.32294 -0.07659
C -0.50617 1.23643 0.26029
N -0.39850 0.10328 -0.52307
C -1.24857 -1.04014 -0.25947
O -2.29535 -0.92329 0.31474
O 1.01389 -0.28510 -1.03275
C 1.81386 -0.65857 0.00749
O 1.49903 -0.69513 1.14965
H -1.17347 1.06972 1.12478
H -0.75999 -1.97289 -0.53834
H 2.66628 -1.06930 -0.46215
*
```

## Properties
**ΔE to the lowest compared entry with this formula, charge and spin**: 300.0 kJ/mol
**HOMO level**: -0.3855 Eh
**HOMO-LUMO gap**: 10.9 eV
**Structure (SMILES)**: [H]/N=C/N(C=O)OC=O

=====

Entry 8:
The following is a quantum chemistry calculation of one molecule with the formula C3H4N2O3 at a distorted geometry, from the OMol25 dataset.

```
! RIJCOSX wB97M-V def2-TZVPD def2/J DEFGRID3
* xyz 0 1
H -2.46375 -1.33747 -0.33002
N -1.55207 -1.69446 -0.01139
C -0.62652 -0.86489 -0.02174
O 0.60690 -1.10444 0.35258
C 1.32805 -0.01737 0.07598
O 2.61312 -0.21341 0.27654
C 0.66027 1.03515 -0.23575
N -0.72435 0.49943 -0.37599
O -1.52663 1.01919 0.69578
H 3.00308 -1.00795 -0.04173
H 0.81177 2.05822 -0.60543
H -2.12987 1.62800 0.22117
*
```

## Properties
**ΔE to the lowest compared entry with this formula, charge and spin**: 367.1 kJ/mol
**HOMO level**: -0.3322 Eh
**HOMO-LUMO gap**: 9.7 eV
**Structure (SMILES)**: [H]/N=c1/oc(O)cn1O

=====

- Number 1 is which compound?
  C3H4N2O2S

=====

- What is the formula in the seventh record?
  C3H4N2O3

=====

- Look up the ΔE to the lowest compared entry with this formula, charge and spin of the third one.
  389.2 kJ/mol